Entry 1:
Computed, not measured: a structure of composition C16H25N5NdO5 in a non-equilibrium geometry, with ωB97M-V with the def2-TZVPD basis set.

```
52
Properties=species:S:1:pos:R:3:mulliken_spin:R:1
Nd 0.986 0.098 -0.481 3.0435
O -3.062 3.006 -0.061 0.0000
O 1.819 -2.064 -0.002 -0.0007
O -2.340 0.469 -0.869 -0.0008
O 3.039 1.503 -3.884 -0.0008
O 1.984 -1.025 -3.636 0.0140
N 1.020 -0.680 -2.911 0.0052
N -0.230 -0.351 1.681 -0.0023
N 1.393 1.904 1.261 -0.0072
N 1.248 -0.215 2.188 0.0308
N -1.137 -0.008 -1.559 -0.0110
C -0.261 -1.585 -4.828 0.0005
C -1.332 -0.636 -2.751 0.0028
C 1.912 1.568 3.663 0.0043
C -1.085 -3.182 3.859 0.0004
C -0.283 -2.236 3.243 -0.0013
C -2.306 -1.185 2.290 -0.0014
C 2.139 3.740 2.673 0.0015
C 1.509 1.124 2.380 -0.0101
C -0.187 -0.993 -3.475 -0.0128
C -2.480 -3.127 3.723 0.0003
C 1.959 1.872 -1.073 -0.0659
C -3.087 -2.119 2.942 0.0001
C -0.904 -1.277 2.434 0.0027
C 1.773 3.187 1.424 0.0040
C 2.196 2.906 3.793 -0.0004
C -2.696 -0.872 -3.276 0.0002
H -3.490 -0.412 -2.675 -0.0002
H 2.819 0.628 -3.614 0.0003
H 2.850 1.090 -1.350 0.0037
H 1.952 -2.380 0.910 0.0010
H 0.778 -2.212 3.381 0.0004
H 1.919 0.808 4.438 -0.0006
H -2.790 -0.469 -4.286 0.0000
H -2.923 -1.943 -3.348 0.0001
H 1.977 -2.816 -0.592 0.0005
H 4.017 1.511 -3.704 0.0001
H -0.760 -0.896 -5.515 -0.0005
H -2.690 -0.336 -0.458 -0.0001
H -4.167 -2.068 2.846 0.0000
H -0.818 -2.522 -4.830 -0.0004
H -0.640 -3.963 4.453 0.0000
H 2.357 4.821 2.714 0.0001
H -2.341 3.440 0.533 0.0000
H -3.132 -3.866 4.232 0.0000
H -2.702 -0.352 1.718 0.0003
H 0.750 -1.762 -5.181 0.0001
H 2.460 3.305 4.741 0.0001
H 1.326 1.867 -2.103 0.0017
H -2.701 2.093 -0.193 0.0003
H 1.760 3.787 0.501 0.0004
H 2.603 2.825 -1.369 -0.0028
```

Summary:
charge = +1
spin multiplicity = 4
E_LUMO (alpha / beta) = -6.4 / -6.4 eV
E_tot = -1835.545385 Ha
expectation value of S² = 3.766


Entry 2:
Computed, not measured: a structure of composition C16H25N7S2V in a non-equilibrium geometry, with ωB97M-V with the def2-TZVPD basis set.

```
51
Properties=species:S:1:pos:R:3:nbo_charge:R:1
V -1.532 0.592 0.041 0.8674
S -3.775 0.652 0.076 -1.1890
S -1.996 3.810 -3.079 0.4726
N -1.612 1.894 1.764 -0.8662
N -1.439 1.977 -1.398 -0.5144
N 0.885 0.312 -1.145 -0.4981
N -1.746 -1.144 -1.283 -0.8642
N 1.184 0.777 2.231 -0.8410
N 1.826 1.157 -2.966 -0.5231
N -1.304 -0.927 1.608 -0.4831
C 0.002 -1.446 2.065 -0.2193
C 2.116 -0.316 -1.366 0.1532
C -2.380 2.859 -1.706 -0.1664
C -2.071 -0.354 2.742 -0.2474
C 2.719 0.207 -2.511 0.0960
C 3.957 -0.220 -2.981 -0.2268
C 2.769 -1.314 -0.643 -0.2283
C -0.378 2.075 -2.299 0.1031
C -0.515 2.998 -3.267 -0.4489
C -2.054 -2.061 0.976 -0.2470
C 0.948 -0.534 2.835 -0.2225
C 3.998 -1.749 -1.099 -0.2207
C 4.587 -1.210 -2.254 -0.2071
C -1.691 1.102 3.021 -0.2190
C 0.766 1.176 -2.116 0.3739
C -1.582 -2.357 -0.441 -0.2151
H -0.185 -2.303 2.719 0.1879
H 0.523 -1.828 1.187 0.1935
H 0.566 -0.383 3.847 0.1881
H -2.532 2.276 1.539 0.4218
H 1.940 1.745 -3.771 0.4194
H 4.404 0.200 -3.873 0.2194
H -2.445 1.506 3.696 0.1976
H 0.164 3.245 -4.073 0.2368
H -1.220 -1.229 -2.142 0.3656
H 1.930 1.258 2.713 0.3650
H -3.093 -1.749 0.910 0.2756
H 1.863 -1.127 2.948 0.1770
H -0.925 2.630 1.855 0.3727
H -0.531 -2.649 -0.467 0.1845
H -1.935 -0.961 3.648 0.1770
H -0.729 1.174 3.524 0.2026
H -1.986 -2.963 1.597 0.1807
H 5.551 -1.577 -2.583 0.2192
H -3.335 2.900 -1.186 0.2962
H 2.330 -1.740 0.250 0.2176
H -3.117 -0.370 2.451 0.2671
H 4.518 -2.525 -0.553 0.2185
H -2.154 -3.207 -0.811 0.1969
H -2.734 -0.979 -1.491 0.4294
H 1.449 0.700 1.261 0.3710
```

Summary:
spin multiplicity = 4
energy above the lowest of the compared OMol25 structures with the same formula, charge and spin = 13.2 kcal/mol
E_LUMO (alpha / beta) = 0.0 / 0.1 eV
E_tot = -2748.395003 Ha
expectation value of S² = 3.777


Entry 3:
Computed, not measured: a structure of composition C16H25NO3 in a non-equilibrium geometry, with ωB97M-V with the def2-TZVPD basis set.

```
45
Properties=species:S:1:pos:R:3:nbo_charge:R:1
O -2.670 -1.285 -0.337 -0.4945
O 0.135 1.368 -0.888 -0.5488
O 3.886 -1.441 -1.036 -0.5699
N -0.372 -0.832 -1.453 -0.7078
C 1.429 -1.902 -0.103 -0.4576
C -0.708 0.657 -0.957 0.6879
C 0.882 -1.264 -1.693 -0.1944
C -3.682 2.637 -0.850 -0.2823
C -3.143 -0.123 -0.324 0.3196
C -2.063 0.644 -0.882 -0.1940
C 4.078 2.263 0.511 -0.4008
C -2.368 2.264 -0.871 -0.0913
C 2.913 -2.333 -0.376 -0.0731
C -3.727 -1.991 1.831 -0.6950
C 3.757 1.222 -0.475 -0.4002
C -3.662 -2.229 0.543 -0.1356
C 3.117 2.233 1.859 -0.6046
C 4.208 -0.246 0.001 -0.0717
C -4.745 1.734 -0.250 -0.1090
C -4.357 0.259 -0.159 -0.3264
H -5.186 -0.429 0.063 0.2270
H -4.303 -2.616 2.475 0.2689
H 0.901 -2.731 0.098 0.2042
H -1.545 2.804 -1.091 0.2123
H 3.822 3.141 0.161 0.2013
H 1.589 -0.439 -1.962 0.2169
H 4.845 2.311 1.024 0.1900
H -4.556 -2.246 -0.019 0.2017
H 3.770 -0.441 1.290 0.1684
H 4.013 1.383 -1.411 0.2003
H -4.211 -0.904 2.268 0.2376
H 2.984 -3.104 -1.178 0.1891
H -5.648 2.277 -0.257 0.2165
H 0.889 -2.127 -2.454 0.1855
H -3.196 -3.092 0.008 0.2375
H 1.452 -0.933 0.326 0.2162
H 3.152 3.168 2.322 0.2070
H -1.154 -1.342 -1.478 0.3788
H -2.739 -1.974 2.511 0.2433
H 1.916 2.183 1.531 0.1942
H -3.966 3.667 -0.730 0.2039
H 5.274 -0.142 -0.081 0.1786
H 2.400 1.203 -0.470 0.1986
H 3.229 1.205 2.395 0.2059
H 3.357 -2.458 0.571 0.1656
```

Summary:
energy above the lowest of the compared OMol25 structures with the same formula, charge and spin = 373.0 kcal/mol
E_LUMO = -0.4 eV
E_tot = -904.608044 Ha